w) Entry from the Open Molecules 2025 dataset: C2H3INO2 as an isolated structure (ωB97M-V/def2-TZVPD).

The calculation puts the LUMO energy at -6.5 eV. The gap between HOMO and LUMO is 8.96 eV. As for the charge: +1.

CARTESIAN COORDINATES (ANGSTROEM)
C 1.5039 -0.8334 0.1245
C -1.2936 0.1150 -0.0402
N 0.0875 0.5481 0.1059
O 0.9463 -1.8213 0.0554
O 0.4109 1.6753 -0.0919
I 3.3137 0.1683 -0.0350
H -1.2570 -0.8879 0.2951
H -1.6664 0.2998 -1.0201
H -2.0453 0.7362 0.6063

x) Entry from the Open Molecules 2025 dataset: an isolated ion of composition C2H3INO2 and charge +1 (ωB97M-V/def2-TZVPD).

The SMILES is C[N+](=O)C(=O)I. The calculation puts the LUMO energy at -8.6 eV. The gap between HOMO and LUMO is 6.05 eV. As for the charge: +1.

CARTESIAN COORDINATES (ANGSTROEM)
C -0.7508 -0.7691 0.7313
C 0.3563 0.5724 -0.9885
N 0.4512 -0.0265 0.2960
O -1.6786 -0.9757 0.0523
O 1.2963 0.1931 1.1025
I -0.7088 -1.2274 2.8526
H -0.1926 1.5455 -0.8648
H -0.1897 -0.1111 -1.6613
H 1.4167 0.7988 -1.5200

The data favor w); the next most stable structure lies 26.1 kJ/mol above it.

w) Entry from the Open Molecules 2025 dataset: a single CN4O3 molecule (ωB97M-V/def2-TZVPD).

The SMILES is N#CN(N=O)[N+](=O)[O-]. The calculation puts the LUMO energy at -1.6 eV. The gap between HOMO and LUMO is 9.05 eV.

CARTESIAN COORDINATES (ANGSTROEM)
C -0.3919 0.2621 1.4008
N -0.8508 0.7844 2.3066
N 1.3322 -0.6313 -0.1487
N 0.1469 -0.1750 0.2959
N -0.6505 0.2115 -1.2392
O -1.6310 0.8364 -0.9967
O 2.2103 -1.0169 0.5632
O -0.1652 -0.2712 -2.1818

x) Entry from the Open Molecules 2025 dataset: a single CN4O3 molecule (ωB97M-V/def2-TZVPD).

The SMILES is N#CN(N=O)[N+](=O)[O-]. The calculation puts the LUMO energy at -1.6 eV. The gap between HOMO and LUMO is 9.86 eV.

CARTESIAN COORDINATES (ANGSTROEM)
C 1.1181 0.4635 -0.8802
N 1.8108 1.1596 -1.4426
N -0.1495 -1.6183 0.1855
N -0.0915 -0.3205 0.0386
N -0.8727 0.6268 0.7333
O -0.6186 1.7477 0.4444
O 0.4915 -2.2588 -0.5888
O -1.6881 0.2001 1.5098

The data favor w); the next most stable structure lies 71.2 kJ/mol above it.

w) Entry from the Open Molecules 2025 dataset: a single C4H8N4O molecule (ωB97M-V/def2-TZVPD).

The SMILES is [H]/N=C/NC(=C)N(N)C=O. The calculation puts the LUMO energy at 0.5 eV. The gap between HOMO and LUMO is 9.01 eV.

CARTESIAN COORDINATES (ANGSTROEM)
C 1.4496 -0.6770 -1.2133
C 0.3412 -0.3553 0.8887
C 0.9850 -0.8045 1.9600
C -2.0885 0.2765 0.1050
H 1.7229 2.2259 0.1340
H 1.5977 1.7381 -1.6419
H 1.1759 -1.7430 -1.0647
H 0.5020 -1.6490 2.6356
H 2.1043 -0.7813 2.0861
H -1.6856 -0.9626 1.7225
H -1.6392 1.0531 -0.8785
H -4.0882 0.6871 -0.0298
N 1.0072 1.6738 -0.5631
N 0.9657 0.2473 -0.2196
N -1.1312 -0.2515 0.9484
N -3.3805 -0.0843 0.5439
O 1.7449 -0.2879 -2.2967

x) Entry from the Open Molecules 2025 dataset: a single C4H8N4O molecule (ωB97M-V/def2-TZVPD).

The SMILES is [H]/N=c1/o/c(=N/C)[nH]n1C. The calculation puts the LUMO energy at 0.5 eV. The gap between HOMO and LUMO is 9.76 eV.

CARTESIAN COORDINATES (ANGSTROEM)
C 2.7116 -0.7539 -1.0432
C 1.1835 0.0421 0.4126
C -2.2720 0.2973 -0.4232
C -0.6730 0.6598 1.4700
H 2.1448 -0.1782 -1.7999
H 3.8303 -0.6107 -1.1963
H 2.5691 -1.8264 -1.2186
H -0.0765 -1.1522 -0.5875
H -2.9141 1.0025 0.1186
H -2.3002 0.5582 -1.4643
H -2.6805 -0.7227 -0.3245
H -2.3892 1.1043 2.1732
N 2.4097 -0.3121 0.3050
N 0.1333 -0.1372 -0.5281
N -0.9591 0.5579 0.1083
N -1.3808 1.0054 2.4368
O 0.6632 0.4657 1.5611

y) Entry from the Open Molecules 2025 dataset: a 2-piece molecular cluster, C4H8N4O overall (ωB97M-V/def2-TZVPD).

The SMILES is C/C=N\c1ncno1.N. The calculation puts the LUMO energy at 0.7 eV. The gap between HOMO and LUMO is 10.17 eV.

CARTESIAN COORDINATES (ANGSTROEM)
C -0.4940 -3.6237 -0.7922
C -0.5586 -1.7320 0.0480
C -2.0042 0.1922 2.0730
C -0.8610 0.4160 1.0203
N -0.8403 -2.3154 -1.0949
N -0.0642 -3.8136 0.4502
N 2.8639 -0.1417 -0.5398
N -0.3430 -0.3879 0.2240
O -0.0757 -2.5492 1.0096
H -0.7620 -4.4382 -1.4309
H -2.7199 0.9009 1.5699
H -2.2733 -0.8279 1.9747
H -1.7524 0.5102 2.9923
H -0.3675 1.3850 1.0094
H 3.1257 0.1269 0.4658
H 3.5712 0.3871 -1.1374
H 1.8830 0.2948 -0.6217

The data favor x); the next most stable structure lies 69.7 kJ/mol above it.

w) Entry from the Open Molecules 2025 dataset: a 2-piece molecular cluster, C4H8N4O overall (ωB97M-V/def2-TZVPD).

The calculation puts the LUMO energy at -0.9 eV. The gap between HOMO and LUMO is 8.73 eV.

CARTESIAN COORDINATES (ANGSTROEM)
C 0.4871 0.1805 -1.1170
C 0.1648 -0.1008 1.4510
C -1.2346 -0.4621 1.9005
C 0.7109 2.4413 -2.0457
H 2.2730 -0.9230 -2.3453
H 0.8936 0.3201 -2.8753
H 0.2034 -1.5512 0.1634
H 0.1261 1.0696 1.3333
H 1.0417 -0.6000 2.1577
H -1.8792 0.1988 1.1497
H -1.4894 -0.4741 3.0109
H -2.4261 -2.0506 1.7984
N 0.8190 -0.5832 -2.2736
N 0.5659 -0.6311 0.1585
N 0.2917 1.5070 -1.1118
N 0.8688 3.4803 -2.6484
O -1.4167 -1.8214 1.2939

x) Entry from the Open Molecules 2025 dataset: a single C4H8N4O molecule (ωB97M-V/def2-TZVPD).

The SMILES is C/N=N/C=N/CC(N)=O. The calculation puts the LUMO energy at 0.3 eV. The gap between HOMO and LUMO is 9.54 eV.

CARTESIAN COORDINATES (ANGSTROEM)
C -0.0183 -0.6834 -0.2336
C -3.3669 0.1282 -0.1688
C 3.3628 0.1864 -0.1936
C -2.2772 -0.9149 0.2169
N 1.2594 -0.4937 -0.1290
N -0.9787 -0.3153 0.5020
N 1.9247 0.4767 -0.4605
N -2.7897 1.3040 0.0877
O -4.4668 -0.2094 -0.5259
H -0.0326 -1.4873 -1.1255
H 3.8600 0.5950 -0.9799
H 3.5690 0.8522 0.6171
H 3.5968 -0.8358 0.0769
H -2.3357 -1.7975 -0.4337
H -2.4648 -1.5050 1.2214
H -2.0266 1.2925 0.7294
H -3.4749 2.0482 0.0560

The data favor x); the next most stable structure lies 263.7 kJ/mol above it.

w) Entry from the Open Molecules 2025 dataset: a single C3H5N3S2 molecule (ωB97M-V/def2-TZVPD).

The SMILES is NC(=S)/N=C\NC=S. The calculation puts the LUMO energy at -0.8 eV. The gap between HOMO and LUMO is 7.97 eV.

CARTESIAN COORDINATES (ANGSTROEM)
C -0.9279 1.1079 0.7834
C 0.0159 -0.0017 -1.0357
C 1.1011 -2.2366 -0.8429
H -0.8665 2.5661 2.2226
H -0.2065 3.0016 0.6717
H 0.2584 0.0303 -2.1102
H 0.1614 -1.1763 0.6081
H 1.2520 -3.0037 -0.0800
N -0.5525 2.2924 1.3065
N -0.5912 1.0213 -0.5351
N 0.4250 -1.1242 -0.3574
S -1.7228 0.0126 1.7596
S 1.6538 -2.4897 -2.3907

x) Entry from the Open Molecules 2025 dataset: a single C3H5N3S2 molecule (ωB97M-V/def2-TZVPD).

The SMILES is [H]/N=C\N1SCS/C1=N\[H]. The calculation puts the LUMO energy at -0.2 eV. The gap between HOMO and LUMO is 9.21 eV.

CARTESIAN COORDINATES (ANGSTROEM)
C -0.6584 -0.5286 1.4816
C -0.0126 1.4477 -1.3323
C 0.9520 -0.7448 -0.2507
H -2.4065 -0.0652 1.1283
H 0.3186 -0.9033 1.9459
H -0.1892 2.2337 -2.2426
H -0.0418 2.0319 -0.4294
H 2.5540 -1.3525 -0.1640
N -1.8420 -0.3253 1.9637
N -0.5629 -0.8249 0.0445
N 1.7292 -1.5083 0.4164
S -1.4549 0.2317 -0.9997
S 1.6145 0.3078 -1.5617

y) Entry from the Open Molecules 2025 dataset: a single C3H5N3S2 molecule (ωB97M-V/def2-TZVPD).

The SMILES is C=N/N=C(\N)C(=S)S. The calculation puts the LUMO energy at -1.0 eV. The gap between HOMO and LUMO is 7.75 eV.

CARTESIAN COORDINATES (ANGSTROEM)
C 0.3960 -0.1127 0.0630
C -2.5587 1.3356 -0.5834
C 1.2666 -1.2333 -0.4286
H 1.5611 0.2388 1.6589
H 0.3106 1.4111 1.4205
H -2.8297 0.7764 -1.4476
H -3.2540 2.1145 -0.1716
H 3.0413 -2.5510 0.0650
N 0.6958 0.4676 1.2657
N -0.6355 0.1448 -0.6459
N -1.3795 1.2394 -0.1035
S 2.0804 -2.0714 0.8841
S 1.3056 -1.7597 -1.9767

The data favor w); the next most stable structure lies 181.7 kJ/mol above it.